No. 1
A molecular structure, C32H46ClNO4P4Zr in a non-equilibrium geometry. Source: OMol25; level of theory: ωB97M-V with the def2-TZVPD basis set.

```
89
Properties=species:S:1:pos:R:3:forces:R:3
Zr 0.1926 0.1427 2.7711 0.11 0.42 -1.00
Cl 2.1382 1.6512 2.8049 -0.31 -0.26 -0.13
P 1.2170 0.9768 -2.0577 0.47 0.16 -0.31
P 1.6961 -2.0421 2.6576 0.01 -0.29 -0.07
P -3.2249 -2.4869 0.1888 0.98 0.74 0.47
P -1.5254 2.1690 2.9474 -0.09 -0.03 0.07
O -0.1424 -0.1575 4.6280 0.22 0.08 3.60
O -1.0719 -0.4843 6.7295 1.67 0.69 -1.06
O -1.8877 -0.1828 -1.0978 -0.29 -0.16 -0.18
O 0.9505 0.3954 6.6119 -2.00 -0.97 -1.10
N -0.0785 -0.0752 6.1904 0.03 0.02 -0.33
C 0.1846 2.2598 -2.7933 -0.21 0.43 -0.24
C 4.7843 2.9424 -1.8402 -0.08 -0.13 -0.02
C 1.6321 -1.7429 -2.3462 -0.18 0.02 -0.14
C -0.1615 3.8865 -4.5666 -0.04 -0.15 0.11
C 0.8572 -3.6242 2.3409 0.05 -0.15 -0.02
C 5.5473 2.3497 -2.8520 -0.40 -0.16 0.04
C -1.3149 4.3468 -3.9207 0.11 -0.23 0.14
C -1.6226 -1.1867 2.1511 -0.12 -0.11 -0.27
C -3.2417 1.6717 3.2880 -0.06 0.08 -0.04
C 5.0089 1.2934 -3.5941 0.00 0.04 0.11
C 0.9421 0.8384 -0.3018 0.72 0.69 -0.61
C 2.4290 -2.1539 4.3200 0.17 -0.04 0.01
C 3.7153 0.8343 -3.3376 -0.13 0.14 0.13
C -0.9680 -0.8383 -0.2078 0.07 0.05 -0.64
C -1.5147 3.3491 1.5651 0.01 0.12 0.03
C 0.0558 0.1099 0.3493 -0.47 -0.85 1.98
C -1.8656 -1.4780 0.8622 0.43 0.73 -0.25
C 0.5184 -3.1345 -3.9802 -0.13 0.14 0.00
C 0.9248 -0.6227 -2.8248 -0.12 -0.35 -0.45
C -0.1659 -2.0195 -4.4734 -0.04 -0.10 0.06
C -1.7139 3.7727 -2.7080 0.14 -0.07 -0.17
C -3.8369 -3.4483 1.5726 -0.28 -0.28 -0.16
C 0.5910 2.8565 -4.0038 -0.13 -0.10 0.09
C -0.9382 3.0643 4.4237 -0.08 0.14 -0.02
C -0.9701 2.7310 -2.1456 0.09 0.06 -0.09
C 0.0211 -0.7648 -3.8919 0.33 -0.01 0.25
C -4.5306 -1.4681 -0.5166 -0.21 -0.14 -0.08
C 1.4056 -3.0001 -2.9072 0.11 0.23 0.06
C 2.9378 1.4464 -2.3367 0.46 -0.01 -0.04
C 3.0791 -1.8904 1.4873 0.12 0.02 0.03
C -2.5211 -3.5402 -1.0967 -0.21 -0.21 0.01
C 3.4895 2.4923 -1.5744 0.05 -0.04 -0.17
H -0.4064 -1.6310 -0.7463 -0.31 0.11 0.06
H -3.6421 1.1705 2.3958 0.07 0.16 0.24
H -0.9762 2.4090 5.3056 -0.08 0.21 -0.31
H -5.3787 -2.1110 -0.7833 0.10 0.16 0.06
H 1.4996 2.5109 -4.5010 -0.23 0.14 0.12
H -4.8522 -0.7208 0.2199 0.08 -0.21 -0.17
H 3.3198 -2.7895 4.2884 -0.12 0.07 0.17
H 0.0228 -3.7223 3.0502 0.27 -0.01 -0.18
H -1.6653 -4.0947 -0.6872 -0.26 0.13 -0.10
H 1.6705 1.4294 0.2634 -0.19 -0.04 -0.19
H 0.1543 4.3258 -5.5147 -0.10 -0.10 0.33
H -3.0221 -4.0514 1.9965 -0.24 0.21 -0.12
H -2.2780 -1.5844 2.9229 -0.21 -0.28 -0.04
H -1.2755 2.2919 -1.1939 0.11 0.17 -0.27
H -3.8596 2.5391 3.5433 0.01 -0.19 -0.03
H 0.4423 -3.6087 1.3230 0.13 -0.01 0.25
H 2.3620 -1.6241 -1.5408 -0.26 -0.02 -0.25
H -2.1379 2.9587 0.7501 0.11 0.11 0.23
H 2.9104 2.9602 -0.7755 0.17 -0.05 -0.25
H 3.9213 -2.5092 1.8141 -0.08 0.08 -0.20
H 1.6939 -2.5689 5.0214 0.17 0.07 -0.19
H 3.3099 -0.0023 -3.9111 0.13 0.29 0.11
H 6.5577 2.7049 -3.0574 -0.30 -0.10 0.06
H -1.8998 5.1531 -4.3666 0.18 -0.24 0.18
H 2.7008 -1.1455 4.6643 0.01 -0.31 -0.10
H 0.1075 3.3599 4.2665 -0.29 0.00 0.04
H -1.8811 4.3302 1.8851 0.02 -0.12 -0.16
H 1.9399 -3.8695 -2.5151 -0.16 0.29 -0.21
H -2.6068 4.1387 -2.1982 0.28 -0.11 -0.16
H 1.5418 -4.4722 2.4517 -0.16 0.08 -0.03
H -0.5049 0.1125 -4.2761 0.11 -0.29 0.07
H -0.4785 3.4355 1.2037 -0.33 0.06 0.11
H 5.2022 3.7593 -1.2526 -0.13 -0.22 -0.13
H -4.2389 -2.7702 2.3380 0.11 -0.22 -0.22
H -0.8535 -2.1195 -5.3151 0.24 -0.02 0.24
H -3.2902 -4.2495 -1.4310 0.24 0.11 0.00
H 0.3647 -4.1135 -4.4387 0.04 0.32 0.14
H -4.1492 -0.9594 -1.4103 -0.08 -0.17 0.33
H -1.4458 0.2410 -1.8451 0.08 -0.24 0.09
H -2.1911 -2.9330 -1.9511 -0.11 -0.09 0.29
H -1.5634 3.9462 4.5936 0.16 -0.05 0.10
H -4.6353 -4.1114 1.2154 0.13 0.11 0.21
H 5.6032 0.8210 -4.3772 -0.19 0.12 0.23
H 3.3810 -0.8329 1.4525 0.00 -0.35 0.01
H 2.7471 -2.1940 0.4870 0.10 0.03 0.27
H -3.2422 0.9525 4.1209 0.00 0.27 -0.22
```
Forces are in eV/Å.

* net charge: +2
* E_tot: -94554.40493 eV

No. 2
A molecular structure, C32H46N16RbS4SbSe in a non-equilibrium geometry. Source: OMol25; level of theory: ωB97M-V with the def2-TZVPD basis set.

```
101
Properties=species:S:1:pos:R:3:forces:R:3
Sb 2.2906 -2.8909 -3.1309 -0.13 0.73 -0.61
Rb -0.8743 -1.6985 -1.9857 0.06 0.14 0.22
Se 7.0979 -4.1593 5.2304 -0.77 0.23 0.13
S 2.0138 -3.2117 -0.8616 0.45 0.17 0.87
S 0.4062 -4.0575 -3.7919 -0.52 -0.31 -0.70
S 1.8748 -0.5466 -3.5239 0.16 -0.33 0.23
S 4.2772 -3.4884 -4.1071 0.16 -0.07 0.19
N -3.0183 -2.8502 2.4574 -0.07 -0.18 -0.09
N 6.5752 -3.8929 3.5561 0.27 0.16 -0.64
N -0.2171 -4.9326 0.4243 -1.22 0.83 0.03
N -0.5740 1.9799 -2.7587 0.29 1.38 -0.24
N -3.8688 -1.5872 -0.7220 0.04 -0.27 -0.31
N -0.5787 0.5479 0.5494 -0.17 0.26 0.02
N -1.8285 -3.1980 0.4455 0.80 -0.92 -0.36
N 3.5243 0.6651 3.7362 0.20 -0.50 -0.48
N 6.1098 -2.7901 5.8415 -0.08 1.51 -1.36
N -2.7058 -4.2963 4.2759 2.18 1.21 -3.33
N -1.4965 -4.6591 2.3224 1.03 -0.17 -1.52
N 0.2775 2.0678 2.1386 0.77 0.65 0.29
N -1.2217 -0.8294 -4.9401 -0.31 0.93 0.39
N 4.0269 -0.4512 1.2921 -0.79 0.47 -0.03
N -1.6824 2.0814 -5.3586 -1.60 1.99 1.64
N -3.7784 2.7686 -3.0169 -1.27 -0.91 -0.58
C -3.1325 2.3096 -5.3750 -0.60 0.09 -1.00
C 5.0971 -2.0525 -0.1513 0.34 0.21 2.14
C 5.8576 -2.8026 3.5009 -0.42 0.15 -0.56
C -5.0696 0.3871 0.8339 0.71 -1.37 0.65
C -3.8817 1.7597 -4.1469 1.08 0.71 0.92
C -1.2256 1.2186 -6.3559 0.36 -0.81 -1.93
C 4.2533 -0.4719 3.6870 -0.50 1.14 -0.19
C -4.7508 -0.7266 -1.2174 -0.40 -0.10 -0.53
C -1.1645 -4.2245 1.0552 0.21 -1.14 0.54
C 3.2568 1.2215 4.8968 -1.29 1.80 -0.59
C -0.9333 3.2165 -4.7911 0.33 -0.96 -1.02
C 4.4983 -0.3432 6.1133 -0.49 1.10 -0.59
C -2.7373 -2.6214 1.1784 -0.57 1.15 0.22
C 4.2441 -0.9335 0.0960 1.06 -1.82 -0.34
C -0.7700 3.7974 3.6000 -0.53 0.43 -1.55
C -3.6208 -1.5492 0.5832 -0.42 0.44 -0.15
C 5.6252 -2.1308 4.7647 0.63 -1.92 2.15
C -1.3701 0.3766 2.8351 0.63 0.84 0.40
C 5.6528 -2.7050 0.9724 -1.53 1.14 -1.33
C 3.6559 0.7651 6.1430 0.01 -0.90 0.71
C -4.2496 -0.5897 1.3918 -0.12 0.01 -0.94
C 0.2253 2.6566 3.4633 0.57 0.41 0.74
C 1.2344 2.6273 1.1905 2.06 0.53 1.11
C 0.6580 3.6691 0.2352 -0.59 -0.19 -0.77
C 4.4952 -1.1044 2.3370 0.47 0.27 1.51
C 0.1379 2.6901 -3.8996 -0.35 -2.20 0.68
C -1.6891 -0.2259 -6.1684 -0.21 -0.33 -0.16
C -0.4956 1.0309 1.7344 -1.48 -1.68 0.15
C -5.3702 0.2641 -0.5025 0.15 0.90 0.73
C 4.8037 -0.9322 4.8805 0.36 -1.07 0.08
C 5.2752 -2.2565 2.2495 0.97 -0.15 0.31
C -2.3663 -3.9170 2.9121 -1.45 -0.37 3.66
H -3.3701 0.7984 -3.9168 -0.56 0.29 0.05
H -1.6497 3.7499 -4.2068 -0.36 0.69 0.31
H -1.2340 -1.8343 -4.9465 -0.07 -0.59 -0.30
H -2.7743 -0.3159 -6.2524 -0.21 0.17 0.17
H -6.0252 0.9855 -0.9422 -0.37 0.10 -0.54
H -0.7292 -0.0417 3.6334 -0.25 0.30 -0.24
H 0.2738 4.6031 0.7590 0.72 -1.12 -0.71
H -2.5185 -5.2358 4.4678 0.14 -1.30 0.47
H 2.6462 2.1683 4.7759 0.73 -1.17 0.56
H -5.4717 1.1160 1.5095 -0.34 0.44 -0.09
H -0.2387 -0.6074 -4.8280 0.53 -0.01 0.35
H 1.2435 3.0208 3.7522 -0.75 -0.11 -0.63
H -3.3962 3.4079 -5.4513 0.39 -0.95 -0.07
H 0.8489 3.4672 -3.6343 -0.08 0.01 0.64
H -3.4740 -3.8490 4.6587 -1.61 0.66 0.64
H -0.0443 1.0895 -0.1316 0.13 -0.22 0.24
H 0.6770 1.9141 -4.4677 0.32 0.35 0.15
H -2.0509 -0.4107 2.5436 0.44 -0.03 -0.67
H -0.1889 3.1797 -0.2650 -0.19 0.42 0.14
H -0.5487 4.6067 2.8809 -0.07 -0.36 0.18
H 0.0523 1.4537 -2.1702 0.70 -0.02 -0.18
H -1.6150 1.5320 -7.4065 0.67 -0.28 1.09
H -2.8561 2.8409 -2.6318 0.82 -0.28 -0.01
H -1.8134 3.4892 3.4083 0.45 -0.09 -0.03
H 1.3214 3.8792 -0.6419 -0.18 0.19 1.05
H 3.7160 -0.5235 -0.7251 -0.35 0.70 -0.76
H -1.1403 1.2598 -3.1906 -0.04 -0.07 -0.38
H 1.8613 1.8162 0.7747 -0.95 0.05 -0.65
H -2.0133 1.1668 3.2598 0.27 -0.23 0.15
H -0.1228 1.1379 -6.4042 -0.39 0.51 0.14
H 2.0768 3.0718 1.7817 -0.90 0.08 -0.04
H -0.4592 3.8914 -5.5233 -0.32 -0.05 -0.29
H -4.9697 1.6284 -4.2805 0.50 -0.10 -0.38
H 3.2491 1.1434 7.1135 0.64 -0.01 -1.12
H 0.3093 -5.6539 0.8694 -0.15 -0.10 0.71
H -0.7623 4.2530 4.5577 0.19 0.28 1.17
H -3.5050 1.8055 -6.3066 -0.01 0.45 0.74
H 0.0091 1.9592 4.2727 -0.09 -0.51 -0.40
H 5.3652 -2.3649 -1.1432 -0.31 -0.12 -0.37
H -4.1354 -0.6137 2.4351 0.37 -0.09 1.12
H 6.2460 -3.5734 0.8013 0.48 -0.43 0.24
H -1.3111 -0.7399 -7.0351 0.29 -0.44 -0.71
H -4.3490 2.3927 -2.2593 0.17 0.22 -0.06
H -5.0941 -0.8087 -2.2418 0.61 -0.39 -0.29
H 0.2510 -4.5784 -0.3999 0.19 0.62 -0.67
H 4.9408 -0.6509 7.0291 0.29 -0.75 0.43
```
Forces are in eV/Å.

* net charge: -2
* E_tot: -173656.63618 eV

No. 3
A molecular structure, C32H46O2PtS2Se. Source: OMol25; level of theory: ωB97M-V with the def2-TZVPD basis set.

```
84
Properties=species:S:1:pos:R:3:forces:R:3
Pt -0.8790 0.7206 -2.9997 -0.67 -0.29 -0.18
Se 1.2019 1.9843 -0.9630 0.38 0.47 0.11
S -2.6423 1.6864 -4.0174 -0.10 0.06 -0.03
S -0.4721 -0.3681 -4.9169 0.08 -0.27 -0.13
O -1.8090 1.6929 -1.3023 0.17 -0.03 0.40
O 0.5280 -0.7388 -2.2260 0.21 0.12 0.33
C 4.0053 -0.7123 3.0835 -0.01 0.00 0.01
C 5.0568 -2.6450 1.9407 0.02 -0.02 0.02
C 1.9491 0.2786 -0.5889 -0.01 -0.12 -0.15
C -2.9171 0.6436 -5.4101 -0.21 0.35 0.04
C -2.4967 1.8919 0.9688 0.00 0.02 0.06
C 1.6794 -3.3144 -1.9122 0.00 0.03 0.03
C -1.5009 1.8389 -0.0609 -0.06 -0.05 0.00
C 0.5537 1.1606 4.5833 0.01 -0.02 0.00
C 0.1742 -3.5928 -1.7659 0.00 0.02 0.03
C -1.9952 -0.2354 -5.7932 0.33 -0.19 -0.22
C 0.4262 3.6444 4.3515 -0.01 0.02 -0.01
C -4.2369 0.8522 -6.1011 0.04 0.02 0.02
C -0.7717 2.1696 2.7122 0.03 0.02 -0.03
C -4.0173 1.7548 0.7367 0.05 -0.03 -0.01
C 5.7972 -0.3451 1.3850 0.01 0.00 -0.01
C -0.1522 1.9847 0.3830 -0.18 -0.01 -0.14
C 3.0687 -2.1786 -0.1065 -0.05 -0.01 -0.03
C -4.7250 3.0098 1.2740 -0.02 0.03 0.02
C 2.0872 -2.0896 -1.0847 0.07 0.00 0.02
C 2.9369 0.1387 0.3695 0.04 -0.06 -0.02
C -4.4601 1.5800 -0.7199 0.04 0.00 0.01
C 3.5133 -1.0933 0.6549 -0.01 0.02 -0.01
C -1.5494 2.3619 5.1200 -0.01 0.00 0.03
C 2.4256 -4.5771 -1.4717 -0.01 -0.04 0.00
C -2.0929 2.0537 2.2933 -0.05 -0.02 -0.04
C -0.3506 2.3316 4.1716 0.00 -0.01 -0.02
C -2.1298 -1.1499 -6.9914 0.02 0.09 0.05
C 1.4606 -0.8217 -1.3438 -0.03 -0.11 -0.06
C 2.0118 -3.0716 -3.3932 0.01 0.01 0.02
C 0.1924 2.1410 1.7071 -0.02 0.01 0.05
C 4.5775 -1.2062 1.7460 -0.01 0.03 -0.01
C -4.5297 0.5281 1.5111 0.00 -0.02 0.02
H 3.2578 1.0311 0.8985 -0.02 0.01 -0.01
H -4.3105 0.2808 -7.0292 0.01 0.00 0.00
H 6.2358 -0.6861 0.4443 0.00 0.01 0.01
H -5.6081 0.4085 1.3590 0.01 0.00 0.00
H -5.5537 1.4814 -0.7314 0.02 0.01 -0.01
H 3.5061 -4.4853 -1.6170 -0.02 0.00 0.01
H -1.1990 2.4813 6.1500 -0.01 0.00 -0.01
H 5.8016 -2.6777 2.7420 0.00 -0.01 -0.01
H -2.1254 1.4353 5.0636 0.01 0.02 0.00
H -4.1765 2.4248 -1.3425 0.01 0.01 -0.01
H 2.2368 -4.8146 -0.4204 0.00 -0.01 -0.03
H 0.8888 1.2706 5.6214 0.00 0.00 -0.01
H 1.3136 3.6662 3.7168 -0.02 0.00 0.01
H -4.0292 -0.3737 1.1526 -0.02 0.01 0.00
H -5.0681 0.5612 -5.4497 0.00 0.00 -0.01
H 4.2312 -3.3051 2.2168 0.01 0.01 -0.01
H 4.7450 -0.8137 3.8863 -0.01 0.01 -0.01
H 3.5183 -3.1465 0.0702 -0.02 0.04 0.02
H 3.7138 0.3381 3.0216 0.00 -0.03 0.00
H -4.5488 3.1586 2.3423 -0.01 0.00 -0.03
H 5.5202 -3.0394 1.0332 -0.02 0.00 0.01
H -0.2011 4.4952 4.0749 0.01 -0.01 0.00
H 5.5137 0.7012 1.2594 0.00 -0.02 0.00
H 0.7456 3.7691 5.3927 0.00 -0.01 -0.01
H 3.1157 -1.2859 3.3526 0.01 0.01 0.00
H 6.5623 -0.4021 2.1683 -0.01 0.00 -0.01
H -2.2188 3.1948 4.8914 0.01 -0.02 0.00
H 0.0147 0.2150 4.4889 0.01 0.01 0.00
H 1.4734 -2.2057 -3.7709 -0.02 0.01 -0.01
H -0.0799 -3.7551 -0.7133 0.01 -0.02 -0.03
H -5.8060 2.9287 1.1156 0.01 0.00 0.00
H 2.0773 -5.4206 -2.0746 0.01 0.00 0.00
H 1.7266 -3.9441 -3.9923 0.00 0.01 0.01
H -0.4091 -2.7541 -2.1395 0.01 0.00 0.00
H -4.0200 0.7027 -1.1874 0.02 -0.01 0.00
H -2.8728 2.0813 3.0462 0.03 0.00 -0.01
H 1.2460 2.2374 1.9518 -0.01 0.01 -0.02
H -4.3661 3.8962 0.7460 -0.01 -0.01 0.00
H -2.1828 -0.5925 -7.9335 0.00 -0.01 0.00
H -4.3440 0.6128 2.5849 -0.01 -0.01 -0.03
H -0.0935 -4.4937 -2.3295 0.00 0.01 0.01
H 1.4356 1.0991 3.9431 -0.03 0.00 0.02
H -3.0250 -1.7755 -6.9246 0.00 -0.01 0.00
H 3.0872 -2.9051 -3.5145 -0.02 -0.01 0.00
H -1.2670 -1.8153 -7.0475 0.00 0.01 0.00
H -4.3794 1.9119 -6.3403 0.00 -0.02 0.00
```
Forces are in eV/Å.

* net charge: -2
* E_tot: -128292.48537 eV

- Look up the net charge of the second one.
  -2

- E_tot of number 2 (C32H46N16RbS4SbSe)?
  -173656.63618 eV

- E_tot of number 2 (C32H46N16RbS4SbSe)?
  -173656.63618 eV